No. 1
Molecular formula: C3H2O3
Method: DFT, ωB97M-V with the def2-TZVPD basis set

energy above the lowest of the compared OMol25 structures with the same formula, charge and spin	39.3	kcal per mole
SMILES	O=CC(=O)C=O
Kohn-Sham gap	8.38	eV

Element x y z (Å)
O 0.2718 -2.3342 -0.1133
C -0.2150 -1.2485 0.0686
C 0.3555 0.0219 -0.5741
O 0.9824 0.0599 -1.6040
C -0.0015 1.2424 0.2631
O -1.1270 1.3263 0.6943
H -1.0496 -1.0498 0.7667
H 0.7833 1.9819 0.4987

These are the Mulliken partial charges, in e, on atoms 1 to 5: atom 1 (O): -0.39, atom 2 (C): -0.02, atom 3 (C): 0.57, atom 4 (O): -0.44, atom 5 (C): 0.00



No. 2
Molecular formula: C12H12P2
Method: DFT, ωB97M-V with the def2-TZVPD basis set

energy above the lowest of the compared OMol25 structures with the same formula, charge and spin	61.8	kcal per mole
spin multiplicity	3
<S²>	2.071
Kohn-Sham gap (alpha / beta)	6.29 / 6.71	eV

Element x y z (Å)
C -2.6119 -2.1102 0.1928
C -3.4431 -1.0210 0.2744
C -1.2388 -2.0457 0.2906
C -2.7994 0.2699 0.3643
C -0.6102 -0.7585 0.3661
C -1.4293 0.3452 0.4451
C 2.2530 1.8539 0.0404
C 3.2296 0.7620 0.2269
C 0.7954 -0.6981 0.0998
C 0.9264 1.6480 0.0899
C -1.4221 2.7896 -0.8792
C 3.4437 -2.0317 -0.1105
P -0.6584 2.0558 0.6509
P 2.3536 -0.6869 0.7828
H -2.9726 -3.0931 0.3976
H -4.4928 -1.2207 0.3221
H -0.7152 -3.0284 0.4294
H -3.3883 1.1721 0.4515
H 2.6376 2.8727 -0.0874
H 4.3524 0.9627 0.4126
H -2.5376 2.9191 -0.8050
H -1.5312 2.1321 -1.7680
H -1.0649 3.6268 -1.3251
H 2.8504 -2.8898 -0.3502
H 4.2864 -2.2937 0.4792
H 3.7873 -1.5321 -0.9908

These are the Mulliken partial charges, in e, on atoms 1 to 5: atom 1 (C): -0.48, atom 2 (C): -0.75, atom 3 (C): -0.64, atom 4 (C): -0.39, atom 5 (C): 0.93



No. 3
Molecular formula: C4H3N2O4
Method: DFT, ωB97M-V with the def2-TZVPD basis set

charge	-1
energy above the lowest of the compared OMol25 structures with the same formula, charge and spin	0.0	kcal per mole
SMILES	O=CC(=O)NC(=O)/N=C/[O-]
Kohn-Sham gap	9.03	eV

Element x y z (Å)
O 1.2970 1.6959 -1.5109
C 1.2118 0.4974 -1.3657
C 1.9433 -0.3793 -0.3295
O 3.0069 -0.9424 -0.5199
N 1.1654 -0.4405 0.7862
C -0.2141 -0.1852 0.8997
O -0.7063 -0.4133 2.0076
N -0.7706 0.2399 -0.2075
C -1.9502 0.8050 -0.1607
O -2.5662 1.2643 -1.1244
H 0.5449 -0.0720 -2.1051
H 1.4884 -1.1118 1.4870
H -2.4354 1.0670 0.7826

These are the Mulliken partial charges, in e, on atoms 1 to 5: atom 1 (O): -0.52, atom 2 (C): 0.33, atom 3 (C): 0.39, atom 4 (O): -0.63, atom 5 (N): -0.12



No. 4
Molecular formula: C8H9ClOS
Method: DFT, ωB97M-V with the def2-TZVPD basis set

energy above the lowest of the compared OMol25 structures with the same formula, charge and spin	77.5	kcal per mole
Kohn-Sham gap (alpha / beta)	7.04 / 7.04	eV

Element x y z (Å)
C -2.1191 0.4180 -1.9467
C -1.3850 -0.8010 -1.9920
C -2.1855 1.0975 -0.6969
C -0.6201 -1.2490 -0.8774
C -1.4575 0.6054 0.3568
C -0.5960 -0.4757 0.3309
C 3.0479 1.1427 1.3474
C 0.1953 -0.8142 1.4359
O 2.2133 0.0038 -0.8505
S 2.1928 -0.0380 0.5929
Cl 3.1345 -1.7437 1.2769
H -2.7320 0.9965 -2.6940
H -1.3878 -1.3741 -2.9027
H -2.7535 2.0175 -0.5747
H -0.0968 -2.1523 -1.1354
H -1.6053 1.1096 1.2846
H 2.8642 2.1061 0.8110
H 2.7173 1.2979 2.3436
H 0.5999 -1.8050 1.5074
H -0.0267 -0.3422 2.3829

These are the Mulliken partial charges, in e, on atoms 1 to 5: atom 1 (C): -0.35, atom 2 (C): -0.56, atom 3 (C): -0.46, atom 4 (C): -0.16, atom 5 (C): -0.40



No. 5
Molecular formula: C3H7F2O4PS
Method: DFT, ωB97M-V with the def2-TZVPD basis set

energy above the lowest of the compared OMol25 structures with the same formula, charge and spin	75.5	kcal per mole
Kohn-Sham gap (alpha / beta)	7.68 / 7.96	eV

Element x y z (Å)
C -0.6220 -2.3731 -0.3927
C -0.8547 1.9932 0.4344
C 3.8830 -0.0555 0.1334
O 1.3587 0.0228 -1.0056
O 0.1321 -1.6156 0.6053
O -0.7647 0.6707 -0.0191
O 1.3956 0.2959 1.5313
F 3.9640 -1.3857 0.0917
F 5.0024 0.3616 0.7406
P 0.5658 -0.1468 0.4043
S 3.0883 0.8608 -1.0429
H -1.0987 -3.1635 0.2037
H 0.1161 -2.8334 -1.2011
H -1.4170 -1.6402 -0.7478
H -1.7619 2.2447 0.9616
H -0.6656 2.7930 -0.3552
H -0.0064 2.1156 1.1108
H 3.6731 1.9582 -0.4762

These are the Mulliken partial charges, in e, on atoms 1 to 5: atom 1 (C): -0.56, atom 2 (C): -0.68, atom 3 (C): 0.57, atom 4 (O): -0.55, atom 5 (O): -0.32



No. 6
Molecular formula: C6H7LiO6Tl
Method: DFT, ωB97M-V with the def2-TZVPD basis set

energy above the lowest of the compared OMol25 structures with the same formula, charge and spin	0.0	kcal per mole
spin multiplicity	2
<S²>	0.754
Kohn-Sham gap (alpha / beta)	7.13 / 8.77	eV

Element x y z (Å)
Tl -0.3251 3.4696 -0.3289
O 1.0716 1.4244 -1.1673
O 2.1461 0.4021 0.5349
C 2.2448 -0.8144 -0.2035
C 1.1671 -1.8070 0.2266
O 1.2599 2.3979 0.8107
C 1.4700 1.4500 0.0281
H 2.1840 -0.6089 -1.2784
H 3.2313 -1.2305 0.0296
H 1.2144 -1.9789 1.3078
H 1.3578 -2.7578 -0.2912
Li -0.6000 0.7197 -1.7901
O -0.5111 -1.1545 -1.3515
O -1.0082 -1.0831 0.8226
C -2.4645 -0.3025 0.5249
C -2.2640 1.1423 0.4744
O -1.6834 1.7187 -0.5420
C -0.2153 -1.3389 -0.1656
H -2.8021 -0.7392 -0.4222
H -3.0572 -0.6291 1.3830
H -2.4160 1.7201 1.3980

These are the Mulliken partial charges, in e, on atoms 1 to 5: atom 1 (Tl): 0.58, atom 2 (O): -0.89, atom 3 (O): -0.38, atom 4 (C): -0.46, atom 5 (C): -0.42



No. 7
Molecular formula: C27H46BeBrNOP2
Method: DFT, ωB97M-V with the def2-TZVPD basis set

charge	+2
energy above the lowest of the compared OMol25 structures with the same formula, charge and spin	93.9	kcal per mole
Kohn-Sham gap (alpha / beta)	4.56 / 6.89	eV

Element x y z (Å)
N -6.1831 4.8217 -3.8753
C -5.9354 5.1844 -2.6227
C -5.1475 4.3854 -1.7887
C -4.6076 3.1508 -2.2477
C -4.8605 2.8662 -3.6078
C -5.6700 3.7122 -4.3772
C -3.7687 2.3067 -1.4158
Be -1.9162 0.1148 -0.2822
P 3.7487 0.3355 0.7902
C -2.9922 1.2111 -1.8145
C -1.5959 1.3382 -1.4849
C -0.4772 1.0489 -2.3244
C 0.7890 1.5209 -1.9568
C 1.0257 2.1325 -0.6971
C -0.0500 2.3264 0.1695
C -1.3454 1.8442 -0.1315
Br 2.7213 2.4730 0.0177
H -3.6615 2.6971 -0.4109
H -3.2454 0.7092 -2.7504
H -4.9554 4.7556 -0.7924
H -4.4293 2.0015 -4.0817
H -6.3799 6.1240 -2.2799
H -5.9027 3.4687 -5.4195
H -0.7112 0.7072 -3.3460
H -2.1732 2.1000 0.5561
H 1.6191 1.3999 -2.6535
H 0.0706 2.9265 1.0653
P -0.7212 -1.8832 0.0239
C 5.2912 1.2374 1.3093
C 6.5571 1.1672 0.4376
H 5.5586 0.9918 2.3585
H 5.0221 2.2986 1.3492
H 7.0262 2.1571 0.3390
H 7.3117 0.5010 0.8828
H 6.3444 0.8191 -0.5703
C 3.8373 -0.5456 -0.7932
C 4.9629 -1.5791 -0.9808
H 3.8792 0.2005 -1.5979
H 2.8685 -1.0694 -0.8867
H 4.9432 -1.9482 -2.0181
H 5.9629 -1.1600 -0.8086
H 4.8469 -2.4611 -0.3357
C 3.2959 -0.9446 1.9695
C 4.4482 -1.4810 2.8646
H 2.8234 -1.7962 1.4385
H 2.5253 -0.4704 2.6016
H 4.0640 -2.2602 3.5464
H 5.2613 -1.9396 2.2691
H 4.8749 -0.6850 3.4965
C -0.4547 -3.0340 1.4536
C -1.2756 -4.3222 1.4733
H -0.6184 -2.4573 2.3734
H 0.6166 -3.3003 1.4528
H -2.2871 -4.1641 1.8595
H -1.3513 -4.7948 0.4884
H -0.7958 -5.0503 2.1369
C 0.3504 -2.7553 -1.1775
C 0.1101 -2.3571 -2.6304
H 0.1923 -3.8428 -1.0512
H 1.4057 -2.5647 -0.9104
H -0.9192 -2.5766 -2.9447
H 0.2944 -1.2866 -2.7894
H 0.7899 -2.9158 -3.2892
C -2.4520 -2.2131 -0.4976
C -3.4963 -1.7260 0.5133
H -2.5123 -3.2914 -0.6529
H -2.6127 -1.7441 -1.4893
H -4.4322 -1.4712 0.0127
H -3.7172 -2.5134 1.2340
H -3.1999 -0.8093 1.0857
C -0.6288 0.3688 4.6463
C -1.5143 0.1744 3.4424
O -0.9055 0.4111 2.1916
H 0.0049 -0.5197 4.7830
H -1.2634 0.4448 5.5220
H -0.0195 1.2733 4.5757
H -1.9277 -0.8249 3.3935
H -2.3938 0.8662 3.4451
H 0.0635 0.1846 2.2159

These are the Mulliken partial charges, in e, on atoms 1 to 5: atom 1 (N): -0.55, atom 2 (C): -0.35, atom 3 (C): -0.52, atom 4 (C): 0.53, atom 5 (C): -0.38



No. 8
Molecular formula: C40H120N14O23
Method: DFT, ωB97M-V with the def2-TZVPD basis set

Kohn-Sham gap	8.25	eV

Element x y z (Å)
C -2.1178 -5.3275 1.5225
O -3.0028 -4.5809 1.1133
N -2.2979 -6.5834 2.0019
N -0.8267 -4.9114 1.5653
H -1.5360 -7.1485 2.3186
H -3.2152 -6.9932 1.9064
H -0.5227 -3.9600 1.4191
H -0.0445 -5.5190 1.7285
C 0.2358 -1.9301 -3.0526
O 0.9550 -2.1550 -2.0695
N 0.6076 -2.3774 -4.2871
N -0.9329 -1.2703 -3.0019
H 1.3548 -3.0419 -4.1525
H 0.1134 -2.2817 -5.1514
H -1.4417 -1.3122 -2.1246
H -1.4324 -0.9301 -3.8050
C -4.2382 -0.1481 -3.2413
O -3.5687 -0.7934 -4.0366
N -3.7550 0.4452 -2.1200
N -5.5664 0.2063 -3.3847
H -2.7744 0.3562 -1.9067
H -4.3815 0.8667 -1.4652
H -6.0901 0.6048 -2.6353
H -5.9455 -0.0610 -4.2776
C 3.0008 3.4344 5.2641
O 3.6507 2.6000 5.8885
N 2.5498 4.5905 5.8224
N 2.6991 3.3050 3.9453
H 2.7246 4.6607 6.8085
H 2.0398 5.2169 5.2309
H 2.8723 2.3973 3.5587
H 2.4730 4.0433 3.2953
C 2.4074 0.7267 -5.2491
O 2.3315 1.8385 -4.3882
C 2.4052 1.6091 -2.9960
C 3.1301 2.7624 -2.3210
N 4.5742 2.6151 -2.1852
C 5.2234 3.8243 -1.6444
C 6.5665 3.4811 -1.0549
O 6.4206 2.5501 0.0061
C 7.6364 1.9897 0.4862
H 1.6649 -0.0140 -4.9458
H 3.4164 0.3059 -5.1542
H 2.3396 1.0165 -6.2960
H 2.9427 0.6890 -2.7385
H 1.3849 1.5174 -2.6075
H 2.7340 2.7603 -1.2920
H 2.8730 3.7478 -2.7124
H 4.7274 1.9932 -1.3921
H 4.5615 4.2909 -0.9030
H 5.3210 4.4609 -2.5271
H 7.0189 4.3789 -0.6164
H 7.2684 3.1872 -1.8410
H 7.4234 1.3114 1.3093
H 8.2329 2.8491 0.8019
H 8.1570 1.3969 -0.2701
C -0.8979 3.9029 3.7715
O -2.1596 3.2678 3.6819
C -3.0835 3.4166 4.7270
C -4.4382 2.8534 4.2473
N -4.3561 1.4873 3.7302
C -4.0812 0.4444 4.7541
C -3.5145 -0.8237 4.1692
O -2.2389 -0.6206 3.5944
C -1.5842 -1.8689 3.4560
H -0.2662 3.7273 2.9059
H -0.3682 3.5822 4.6732
H -1.1083 4.9729 3.8835
H -3.3479 4.4558 4.9583
H -2.7832 2.9524 5.6687
H -4.7760 3.4788 3.4188
H -5.1496 2.9663 5.0668
H -3.4337 1.5039 3.2885
H -4.9731 0.3145 5.3680
H -3.3093 0.7646 5.4684
H -4.2233 -1.2575 3.4534
H -3.3794 -1.5163 5.0071
H -1.1437 -2.2776 4.3698
H -0.6874 -1.7430 2.8419
H -2.1540 -2.6263 2.9130
C -2.8631 -1.8478 -0.1472
O -2.6359 -0.6075 -0.8024
C -2.6162 0.5527 0.0506
C -1.2259 0.5878 0.6929
N -0.1732 0.7609 -0.3453
C 1.1506 0.5914 0.2617
C 1.6619 1.8951 0.8946
O 2.8427 1.7133 1.6272
C 4.0939 1.7062 0.9633
H -3.8449 -2.2980 -0.3152
H -2.8828 -1.7160 0.9387
H -2.1157 -2.6076 -0.3787
H -3.3488 0.4047 0.8457
H -2.9238 1.4135 -0.5387
H -0.9753 -0.3399 1.2123
H -1.1463 1.3703 1.4533
H -0.2248 -0.1484 -0.7995
H 1.8580 0.3288 -0.5303
H 1.2667 -0.2236 0.9842
H 0.9481 2.3485 1.5859
H 1.8015 2.6892 0.1513
H 4.1034 0.8689 0.2567
H 4.9720 1.6021 1.5959
H 4.1745 2.6484 0.4124
C 8.8090 -4.9841 -0.6964
O 8.9505 -4.8427 0.6964
C 7.8874 -5.4403 1.4096
C 8.0348 -5.1219 2.9073
N 7.5950 -3.8120 3.4127
C 7.9802 -2.7123 2.5280
C 7.2341 -1.4470 2.9032
O 7.7193 -0.9417 4.1537
C 7.9489 0.4492 4.0692
H 9.5388 -4.2917 -1.1232
H 7.8149 -4.7355 -1.0726
H 9.1706 -5.9744 -0.9963
H 7.8750 -6.5107 1.1701
H 6.8797 -5.1375 1.0891
H 9.0896 -5.3424 3.1118
H 7.4449 -5.8845 3.4218
H 7.9774 -3.7377 4.3449
H 7.6854 -2.9244 1.5004
H 9.0688 -2.5851 2.5453
H 6.1930 -1.7418 3.0687
H 7.1786 -0.8041 2.0204
H 7.8579 0.8258 5.0911
H 7.1953 1.0534 3.5523
H 8.9272 0.6458 3.6208
C -6.1720 -7.2551 2.9135
O -5.7017 -6.8276 1.6599
C -6.7175 -6.2053 0.8822
C -6.1286 -5.6577 -0.4299
N -5.4629 -4.3433 -0.2758
C -4.8820 -3.9735 -1.5649
C -5.9253 -3.4256 -2.5434
O -6.4387 -4.5144 -3.3247
C -5.7331 -4.6784 -4.5370
H -7.0493 -7.9048 2.8484
H -6.4862 -6.3975 3.5238
H -5.4598 -7.7198 3.5967
H -7.1729 -5.3770 1.4343
H -7.4895 -6.9477 0.6609
H -7.0282 -5.4354 -1.0043
H -5.5236 -6.5016 -0.7779
H -4.6733 -4.5482 0.3434
H -4.3679 -4.8137 -2.0466
H -4.1110 -3.2169 -1.3970
H -5.6081 -2.5522 -3.1161
H -6.7944 -3.0613 -1.9898
H -6.2817 -5.2521 -5.2811
H -4.7243 -5.0940 -4.4308
H -5.4793 -3.7388 -5.0447
C 0.6489 4.2767 -5.7355
O -0.5212 4.5771 -5.0540
C -0.5431 3.9461 -3.7963
C -0.9889 2.4657 -3.8382
N -2.2048 2.2565 -4.6125
C -3.4682 2.7711 -4.0703
C -4.6871 2.4621 -4.9827
O -4.7236 3.4018 -6.0343
C -5.6476 4.4397 -5.9132
H 1.5669 4.6968 -5.3165
H 0.6129 4.6276 -6.7728
H 0.7864 3.2108 -5.9522
H -1.0849 4.5013 -3.0325
H 0.4776 4.0075 -3.3946
H -1.0008 2.0125 -2.8431
H -0.2866 1.7594 -4.2955
H -2.0378 2.8074 -5.4519
H -3.4421 3.8454 -3.8548
H -3.6762 2.2679 -3.1200
H -5.5862 2.4118 -4.3658
H -4.4621 1.4619 -5.3575
H -6.6514 4.1241 -5.6094
H -5.6878 5.0400 -6.8196
H -5.3077 5.1158 -5.1140
O -0.7185 3.5199 -0.7867
H -0.5151 2.5659 -0.7348
H -1.6649 3.5801 -0.6009
O 1.9749 5.3892 1.9055
H 2.0958 6.3371 2.0099
H 1.7851 5.2719 0.9547
O 0.7780 -2.8563 0.5707
H 0.8793 -2.6538 -0.3852
H 1.6757 -2.8372 0.9215
O 3.4183 -0.2475 3.2817
H 2.6656 -0.2743 3.8802
H 3.2859 0.5690 2.7422
O -3.0352 3.8053 1.1148
H -2.5970 3.4245 1.9018
H -3.5669 4.5285 1.4582
O -5.8270 0.2449 1.4146
H -6.0568 1.0527 0.9461
H -5.1989 0.5342 2.1009
O 0.7557 5.8264 -0.6341
H 0.2821 4.9873 -0.8108
H 0.0668 6.4442 -0.3723

These are the Mulliken partial charges, in e, on atoms 1 to 5: atom 1 (C): 0.54, atom 2 (O): -0.59, atom 3 (N): -0.42, atom 4 (N): -0.21, atom 5 (H): 0.14



No. 9
Molecular formula: H8LiO4
Method: DFT, ωB97M-V with the def2-TZVPD basis set

charge	+2
energy above the lowest of the compared OMol25 structures with the same formula, charge and spin	4.8	kcal per mole
spin multiplicity	2
<S²>	0.756
Kohn-Sham gap (alpha / beta)	14.82 / 4.10	eV

Element x y z (Å)
Li 0.0274 -0.1657 -0.1376
O -0.1344 -1.6626 -1.4500
H 0.5444 -2.1294 -1.9374
H -0.8964 -1.6738 -2.0291
O -0.4997 0.4517 1.8498
H -1.0464 -0.1452 2.3607
H -0.7293 1.3231 2.1726
O -1.2045 1.3589 -0.7732
H -1.7882 1.6534 -1.4724
H -1.3680 1.9667 -0.0521
O 2.0175 -0.3550 0.3137
H 2.8127 -0.8541 0.1271
H 2.2648 0.2321 1.0281

These are the Mulliken partial charges, in e, on atoms 1 to 5: atom 1 (Li): 0.99, atom 2 (O): -0.52, atom 3 (H): 0.37, atom 4 (H): 0.37, atom 5 (O): -0.49



No. 10
Molecular formula: C3H5Li2O4Zn
Method: DFT, ωB97M-V with the def2-TZVPD basis set

charge	+1
Kohn-Sham gap	8.06	eV

Element x y z (Å)
H 1.0559 -1.0070 -0.9875
Li -0.0401 1.8684 -1.2916
O 2.6022 -0.6904 0.3433
O 0.3836 -0.5864 0.9419
C -0.9226 -1.0530 0.5459
C -1.6292 -0.0251 -0.3498
O -1.3760 1.2907 0.0487
C 1.4253 -0.5043 -0.0709
H -0.8222 -2.0242 0.0411
H -1.4686 -1.1828 1.4896
H -2.7073 -0.2626 -0.3415
H -1.2964 -0.1854 -1.3986
O 1.3834 1.3365 -0.1970
Zn 0.1104 1.3838 1.2124
Li 3.3016 1.6418 0.0143

These are the Mulliken partial charges, in e, on atoms 1 to 5: atom 1 (H): 0.36, atom 2 (Li): 0.93, atom 3 (O): -0.71, atom 4 (O): -0.48, atom 5 (C): -0.32



| no. | DFT total energy (a.u.) |
| --- | --- |
| 1 | -341.174148 |
| 2 | -1146.902312 |
| 3 | -564.785630 |
| 4 | -1243.702105 |
| 5 | -1358.682550 |
| 6 | -864.368463 |
| 7 | -4457.131796 |
| 8 | -4092.879107 |
| 9 | -312.558478 |
| 10 | -2212.473770 |